7 unconnected molecules or ions with the total composition C52H116F6N6P at a distorted geometry, computed with the ωB97M-V functional and the def2-TZVPD basis.

Last column: Löwdin charge in e.
CARTESIAN COORDINATES (ANGSTROEM)
C 14.76919 9.37295 5.97505  -0.0964
C 13.47260 10.19571 5.99289  -0.2448
C 12.28092 9.31245 5.58131  -0.1947
C 10.91362 9.96575 5.80148  -0.1352
N 9.62331 9.13983 6.03585  -0.2058
C 9.82659 8.29025 7.32914  -0.0714
C 8.34650 7.82209 7.72064  -0.1036
C 7.50326 9.09509 7.39314  -0.1296
C 8.39175 9.98298 6.49577  -0.0967
C 9.39261 8.15104 4.77885  0.0748
H 15.65114 9.98742 6.15582  0.0809
H 14.77331 8.95371 4.96890  0.0732
H 14.81513 8.55056 6.68897  0.0838
H 13.43820 11.07882 5.35490  0.1135
H 13.45235 10.53577 7.02829  0.1094
H 12.29784 8.29987 5.98439  0.1104
H 12.32682 9.10642 4.51192  0.1137
H 10.69256 10.72769 5.05403  0.1353
H 10.89279 10.61525 6.67658  0.1171
H 10.51297 7.47120 7.11436  0.1224
H 10.30288 8.97762 8.02826  0.1331
H 8.21356 6.89762 7.15874  0.1067
H 8.16763 7.55984 8.76340  0.1184
H 6.69112 8.84413 6.71083  0.1112
H 7.17580 9.68701 8.24783  0.1243
H 7.83055 10.48121 5.70525  0.1323
H 8.74790 10.86767 7.02358  0.1247
H 10.22065 7.48236 4.54363  0.1015
H 9.36594 8.84164 3.93597  0.0941
H 8.41470 7.68147 4.88518  0.0976
C 12.74246 23.55831 -2.04429  -0.1100
C 11.61690 22.74664 -1.36526  -0.1958
C 12.09023 22.05343 0.07456  -0.1442
C 13.47544 21.42577 0.08534  -0.1345
N 13.69963 20.32821 1.18840  -0.2230
C 15.17537 19.81051 1.15626  -0.0615
C 15.04694 18.30178 1.57902  -0.1597
C 13.61635 17.86430 1.52638  -0.1347
C 12.84605 19.09777 0.89069  -0.0680
C 13.39324 21.01291 2.57619  0.0486
H 12.37800 23.70341 -3.06125  0.0727
H 13.69217 23.03858 -2.17077  0.0640
H 12.80119 24.52879 -1.55151  0.0838
H 11.36080 21.87667 -1.96995  0.0836
H 10.73651 23.38448 -1.44367  0.1052
H 11.36241 21.27999 0.31986  0.0983
H 12.04434 22.88285 0.78031  0.1087
H 14.30846 22.05479 0.39923  0.1287
H 13.77191 21.08612 -0.90705  0.1260
H 15.81841 20.45586 1.75468  0.1341
H 15.58523 19.79191 0.14644  0.1263
H 15.47941 18.29782 2.57955  0.1203
H 15.69691 17.82365 0.84620  0.1187
H 13.12837 17.43233 2.40010  0.1188
H 13.77474 16.97236 0.92022  0.1148
H 11.88379 19.14998 1.40004  0.1269
H 12.74815 19.03943 -0.19334  0.1335
H 12.32046 21.15391 2.70798  0.0974
H 13.95813 21.94233 2.64799  0.1125
H 13.53936 20.41105 3.47314  0.1086
C 2.35849 16.15382 8.51199  -0.0956
C 1.53496 17.45737 8.50685  -0.2427
C 2.20196 18.41526 7.62528  -0.2397
C 3.67835 18.46191 7.72286  -0.1126
N 4.27301 19.82079 7.12985  -0.2186
C 5.78706 19.84685 7.44843  -0.0709
C 6.12264 21.35372 7.61536  -0.1279
C 4.80135 22.13470 7.49523  -0.1731
C 3.74888 21.15623 7.78490  -0.1094
C 3.88908 19.94566 5.62686  0.0497
H 1.66269 15.39527 8.87056  0.0806
H 3.17654 16.25560 9.22510  0.0774
H 2.66657 15.77867 7.53606  0.0828
H 1.38236 17.80339 9.52915  0.1228
H 0.49687 17.22971 8.26466  0.1209
H 1.78818 19.42273 7.66887  0.1188
H 2.05308 18.13245 6.58319  0.1247
H 4.26134 17.70149 7.20329  0.1382
H 3.99424 18.51600 8.76469  0.1307
H 6.29030 19.37986 6.60181  0.1318
H 6.02222 19.36388 8.39686  0.1299
H 6.86803 21.70357 6.90115  0.1158
H 6.45880 21.59923 8.62274  0.1196
H 4.71388 22.57518 6.50203  0.1189
H 4.68107 22.95975 8.19730  0.1357
H 2.74834 21.43588 7.45504  0.1326
H 3.63871 20.81469 8.81415  0.1428
H 4.57206 20.65878 5.16526  0.1073
H 2.84202 20.24806 5.60844  0.1024
H 3.90918 18.93354 5.22273  0.1070
C 11.19486 11.19487 -3.72240  -0.0915
C 10.12217 11.10523 -2.60038  -0.2301
C 9.02163 10.03982 -2.56367  -0.1841
C 7.92171 10.26886 -3.60146  -0.1032
N 6.70820 9.33556 -3.38475  -0.2248
C 5.77100 9.25978 -4.60039  -0.0939
C 4.32836 9.01668 -4.13721  -0.1643
C 4.45830 9.03747 -2.67968  -0.1795
C 5.69889 9.91229 -2.34803  -0.0405
C 7.20459 7.92366 -2.97998  0.0306
H 12.15734 10.88575 -3.31474  0.0722
H 11.34898 12.18675 -4.14728  0.0656
H 10.90534 10.61083 -4.59599  0.0655
H 9.66568 12.09128 -2.68664  0.1058
H 10.67843 10.95105 -1.67578  0.1085
H 8.49641 10.19459 -1.62117  0.1164
H 9.44235 9.03491 -2.59916  0.1135
H 8.21835 10.11336 -4.63874  0.1324
H 7.47073 11.26087 -3.62628  0.1329
H 6.14078 8.55393 -5.34413  0.1389
H 5.77423 10.24011 -5.07688  0.1285
H 3.90710 8.09861 -4.54683  0.1308
H 3.66076 9.81299 -4.46633  0.1238
H 4.62433 8.02184 -2.32049  0.1115
H 3.51816 9.18823 -2.14909  0.1352
H 6.11831 9.68914 -1.36701  0.1299
H 5.50922 10.97713 -2.48300  0.1437
H 8.09636 7.65382 -3.54570  0.1108
H 6.47501 7.12403 -3.10806  0.1078
H 7.40279 7.90706 -1.90829  0.1072
C 8.65663 18.71758 -5.53489  -0.0698
C 9.26849 18.57438 -6.97638  -0.2521
C 10.65079 19.11989 -7.15558  -0.0763
N 11.07813 19.05457 -8.73511  -0.2077
C 11.16960 17.54698 -9.19778  0.0408
C 12.50866 19.64813 -8.99465  -0.0868
C 12.68485 19.76262 -10.54381  -0.1490
C 11.26003 20.16111 -11.02089  -0.1021
C 10.29744 19.88796 -9.77199  -0.0746
H 8.41078 19.75838 -5.32415  0.0706
H 9.44331 18.58617 -4.79194  0.0746
H 7.67594 18.25444 -5.42602  0.0830
H 8.52533 18.92763 -7.69124  0.1116
H 9.29067 17.50421 -7.18213  0.0975
H 11.39869 18.62572 -6.53545  0.1339
H 10.64214 20.17321 -6.87533  0.1295
H 11.73654 16.90706 -8.52164  0.1080
H 11.62011 17.43949 -10.18449  0.1002
H 10.12388 17.24195 -9.23686  0.0902
H 13.29197 19.12708 -8.44415  0.1333
H 12.42026 20.68570 -8.67259  0.1295
H 13.11044 18.92453 -11.09569  0.1134
H 13.30047 20.63251 -10.77268  0.1202
H 11.04721 19.54956 -11.89771  0.1172
H 11.25258 21.22122 -11.27423  0.1195
H 9.39250 19.33147 -10.01593  0.1174
H 9.91198 20.70742 -9.16536  0.1281
C 1.05426 15.68958 -6.26946  -0.0904
C 0.70448 16.00930 -7.73895  -0.2072
C 1.27527 15.12100 -8.93000  -0.1020
N 0.44887 15.27592 -10.19011  -0.2180
C 0.69917 16.66650 -10.92674  0.0637
C -1.05313 15.14059 -10.02038  -0.0923
C -1.64363 14.54862 -11.35114  -0.1269
C -0.52051 13.87784 -12.05948  -0.1631
C 0.74023 14.19519 -11.25457  -0.1002
H 0.78886 16.50143 -5.59229  0.0831
H 2.13882 15.64616 -6.16975  0.0683
H 0.66498 14.74503 -5.88951  0.0770
H 1.05157 17.03787 -7.83731  0.1061
H -0.37919 15.98390 -7.85343  0.0886
H 1.35425 14.07718 -8.62619  0.1274
H 2.33387 15.37473 -8.98568  0.1297
H 1.77386 16.81912 -11.02605  0.1053
H 0.38314 17.49335 -10.29070  0.0956
H 0.06724 16.85438 -11.79476  0.1149
H -1.56118 16.04033 -9.67332  0.1373
H -1.18969 14.33416 -9.29987  0.1381
H -2.00960 15.38449 -11.94738  0.1212
H -2.40531 13.79127 -11.16577  0.1315
H -0.36796 13.99506 -13.13237  0.1297
H -0.55240 12.79728 -11.91996  0.1211
H 1.68623 14.17724 -11.79573  0.1440
H 0.79726 13.30576 -10.62706  0.1173
P 6.72256 14.94964 1.41144  0.2923
F 6.71204 15.09389 3.07664  -0.2135
F 6.55064 13.29457 1.56964  -0.2204
F 5.05451 15.05872 1.40915  -0.2145
F 6.70183 14.90004 -0.25608  -0.2311
F 6.83696 16.56495 1.20819  -0.2007
F 8.37455 14.85962 1.31804  -0.2119

Its net charge is +5. The energy above the lowest of the compared OMol25 structures with the same formula, charge and spin comes out at 85.9 kcal per mole. The electronic energy comes out at -3318.38832 Ha. The value obtained for the HOMO energy is -17.43 eV. The value obtained for the largest force on an atom is 0.071 hartree/bohr. The calculation puts the LUMO energy at -7.10 eV. The gap between HOMO and LUMO comes out at 10.3 eV.